Entry 1:
Entry from OMol25: 9 unconnected molecules or ions with the total composition C33H84NO10 at a distorted geometry (ωB97M-V/def2-TZVPD).

XYZ file:
```
128
Properties=species:S:1:pos:R:3:forces:R:3:mulliken_charge:R:1
C 0.17409 5.85547 -4.55366 0.3 -0.3 0.2 -0.48
C -1.34470 6.18543 -4.00111 0.1 -0.2 0.5 -0.37
C -2.49496 6.25773 -5.16622 0.6 0.5 -0.3 -0.69
C -2.50794 4.96975 -6.19921 -1.0 0.3 -0.5 -0.42
C -3.03697 3.56763 -5.52946 0.4 -0.1 -0.4 -0.65
C -1.91840 2.74900 -4.65534 -0.5 -0.8 0.3 0.23
C -1.12742 1.56477 -5.47918 0.5 0.5 1.4 -0.45
C -0.29148 0.69741 -4.32002 0.3 -1.2 -1.1 0.03
C -1.19580 -0.54162 -3.70076 0.6 -0.1 0.1 -0.59
C -0.87739 -0.82784 -2.08795 -0.9 -1.1 -0.1 -0.53
C -2.30499 -0.96932 -1.22826 0.2 1.5 -0.6 -0.68
C -2.14874 -0.36983 0.29034 -0.5 -1.1 0.4 -0.43
C -1.84655 -1.54951 1.43657 -0.7 1.0 0.5 -0.28
C -1.41824 -0.71477 2.80763 -1.6 1.0 -1.5 -0.48
N -0.36534 -1.41169 3.64346 0.3 0.3 1.4 0.03
C 0.76925 -0.42553 3.96529 1.0 1.2 1.3 -0.91
C 1.93636 -1.10444 4.89752 -0.5 1.2 1.2 -0.05
O 2.73339 -2.14736 4.21970 0.3 3.0 -2.0 -0.30
C 3.46218 -1.48557 3.11281 5.0 3.6 0.4 0.19
O 4.49132 -0.64412 3.26150 -7.3 -5.7 -0.5 -0.43
H 0.23326 5.60813 -5.69608 -0.3 0.5 2.2 0.10
H 0.90053 6.77237 -4.37228 -1.5 -2.0 -0.3 0.36
H 0.61053 4.89592 -3.99302 -0.8 2.2 -1.2 -0.07
H -1.24917 7.18615 -3.36784 -0.6 -2.0 -1.5 0.35
H -1.70750 5.36238 -3.21618 0.9 1.7 -1.7 0.19
H -2.32669 7.23519 -5.82694 -0.3 -2.1 1.4 0.27
H -3.53390 6.38687 -4.63681 1.9 -0.4 -1.1 0.30
H -1.48292 4.83928 -6.79706 -2.2 0.2 1.6 0.15
H -3.30525 5.25068 -7.04218 1.7 -0.6 1.8 0.32
H -3.99464 3.78712 -4.86588 2.0 -0.4 -1.4 0.30
H -3.35865 2.83992 -6.41906 0.5 1.6 1.9 0.30
H -1.10171 3.40991 -4.14076 -1.7 -1.0 -1.1 -0.23
H -2.51335 2.21443 -3.76947 1.3 1.0 -1.8 0.00
H -0.34895 2.04048 -6.22951 -1.7 -1.0 1.4 0.10
H -1.88828 0.87488 -6.03987 1.5 1.2 1.0 0.32
H 0.62250 0.17511 -4.87731 -1.9 1.4 1.4 -0.26
H 0.12005 1.38037 -3.45368 -0.9 -1.2 -1.8 0.27
H -2.33519 -0.29105 -3.89098 2.2 -0.7 0.6 0.37
H -0.89744 -1.55082 -4.26195 -0.9 2.3 1.0 0.29
H -0.34083 -1.88787 -1.98838 -0.8 2.4 -0.2 0.21
H -0.19719 0.00869 -1.62321 -1.4 -1.6 -0.9 0.27
H -3.06783 -0.24939 -1.79715 1.5 -1.7 1.3 0.38
H -2.74618 -2.05677 -1.26782 0.9 2.1 0.2 0.31
H -3.17263 0.12904 0.61839 2.3 -0.8 -0.7 -0.04
H -1.25951 0.39646 0.33367 -1.9 -1.4 -0.2 0.31
H -2.85244 -2.12765 1.71640 2.3 1.2 -0.9 0.15
H -1.03346 -2.31498 1.07926 -1.4 1.5 0.7 0.40
H -2.36383 -0.54521 3.48044 1.9 -0.4 -1.3 -0.04
H -1.00231 0.36935 2.54858 -0.9 -2.5 0.4 0.29
H -0.79724 -1.65201 4.58102 0.7 0.1 -1.3 0.48
H 0.00053 -2.30355 3.24142 -0.4 0.9 0.1 0.45
H 1.15908 0.09230 2.98682 -0.8 -1.3 1.8 0.45
H 0.25450 0.42103 4.62694 1.2 -1.8 -1.5 0.39
H 1.41248 -1.57197 5.85153 1.2 0.7 -2.0 0.23
H 2.63441 -0.22426 5.29841 -1.5 -1.9 -1.0 0.11
H 3.09485 -1.76292 2.01394 0.7 0.3 2.5 0.33
C -5.10371 1.25031 3.44425 -0.1 -0.2 -0.1 -0.30
C -4.34178 1.61391 4.70188 -0.3 0.3 -0.3 -0.47
O -3.38631 2.62435 4.41505 0.2 0.3 -0.1 -0.51
H -4.41775 0.89590 2.66786 -0.1 0.0 0.1 -0.14
H -5.84144 0.46904 3.64738 0.1 0.1 -0.1 0.05
H -5.62006 2.12586 3.03734 0.0 -0.1 0.1 0.50
H -3.80959 0.74171 5.09282 0.1 0.2 0.1 0.27
H -5.01928 1.98161 5.47866 0.0 -0.2 0.1 0.37
H -3.86977 3.39747 4.07656 0.3 -0.4 0.2 0.30
C 5.01844 0.71277 7.02828 0.0 0.2 0.0 -0.80
C 5.50944 -0.36080 7.97736 0.0 0.1 -0.3 -0.28
O 4.52754 -1.37805 8.10874 -0.5 -0.4 -0.1 -0.39
H 4.08381 1.15092 7.39355 0.2 0.0 0.1 0.24
H 5.76221 1.50704 6.91954 -0.1 -0.1 -0.1 0.40
H 4.80714 0.28974 6.04076 0.2 0.0 0.0 0.06
H 5.69832 0.06165 8.96865 -0.1 -0.2 -0.1 0.32
H 6.43680 -0.81293 7.61243 0.1 0.2 0.1 0.27
H 4.37320 -1.75257 7.22447 0.1 0.1 0.5 0.23
C 1.90844 -3.65358 10.44861 0.0 -0.3 0.2 -1.14
C 1.37836 -3.14605 9.12355 0.3 0.0 0.3 0.09
O 1.30508 -1.72813 9.14152 0.0 0.5 -0.3 -0.59
H 1.26140 -3.33071 11.27082 0.0 0.0 -0.2 0.33
H 1.96677 -4.74558 10.45281 0.0 0.1 0.0 0.27
H 2.90485 -3.24631 10.64886 0.0 -0.1 -0.1 0.31
H 0.37391 -3.53761 8.93766 0.1 0.2 0.0 0.40
H 2.02706 -3.45369 8.29763 0.0 -0.2 0.0 0.01
H 2.20341 -1.39006 9.29874 -0.3 -0.2 -0.1 0.32
C 4.94633 -5.93342 8.11054 0.2 0.1 0.1 -0.87
C 3.85316 -6.91461 8.48017 0.2 0.1 -0.3 -0.29
O 2.58694 -6.27476 8.42143 -0.4 0.2 -0.3 -0.47
H 4.93812 -5.07462 8.78976 0.0 -0.2 0.0 0.19
H 5.92958 -6.40996 8.15538 -0.1 0.1 -0.1 0.37
H 4.78991 -5.54169 7.10015 0.1 -0.1 0.0 0.25
H 4.00086 -7.28679 9.49823 -0.2 0.1 -0.1 0.28
H 3.84636 -7.76995 7.79757 0.2 -0.1 0.1 0.28
H 2.46175 -5.95535 7.51131 0.1 -0.2 0.5 0.25
C -7.60028 -2.95030 3.05249 -0.1 0.0 0.2 -1.07
C -7.17949 -1.79731 2.16484 -0.2 -0.4 0.0 -0.17
O -5.85631 -2.00572 1.69373 0.6 -0.1 -0.3 -0.41
H -6.91941 -3.04824 3.90440 -0.1 0.1 -0.1 0.27
H -8.61678 -2.80273 3.42777 0.1 -0.1 0.0 0.36
H -7.56096 -3.89657 2.50311 -0.1 0.1 0.0 0.35
H -7.19896 -0.85698 2.72358 0.1 -0.1 -0.2 0.18
H -7.84776 -1.70095 1.30360 -0.1 0.1 0.1 0.26
H -5.85159 -2.83879 1.19175 0.0 0.5 0.3 0.27
C 3.54674 2.99224 -4.39708 0.0 -0.2 0.2 -1.08
C 3.01666 3.49977 -5.72214 0.2 0.1 0.2 0.20
O 2.94338 4.91768 -5.70417 0.3 0.4 0.0 -0.50
H 2.89970 3.31511 -3.57487 0.0 -0.1 -0.1 0.23
H 3.60507 1.90024 -4.39288 0.0 0.1 0.0 0.26
H 4.54315 3.39950 -4.19683 0.0 -0.1 -0.1 0.42
H 2.01222 3.10820 -5.90803 0.1 0.2 0.0 -0.04
H 3.66536 3.19213 -6.54806 -0.1 -0.2 0.0 0.26
H 3.84171 5.25575 -5.54695 -0.5 -0.1 -0.1 0.28
C 3.61294 -0.27382 -8.16158 0.2 0.0 -0.2 -0.93
C 2.80642 -0.56587 -6.91314 -0.1 0.1 -0.4 -0.30
O 1.76043 0.38482 -6.77800 -0.3 0.1 0.0 -0.23
H 4.03782 0.73440 -8.11792 0.0 -0.1 0.1 0.20
H 4.42644 -0.99531 -8.27798 0.0 0.1 0.0 0.39
H 2.97670 -0.31289 -9.05179 0.1 -0.1 0.2 0.17
H 3.44100 -0.50416 -6.02416 -0.2 0.1 0.0 0.32
H 2.36739 -1.56742 -6.95496 0.2 -0.1 0.0 0.26
H 1.19781 0.31611 -7.56841 0.3 0.2 0.1 0.07
C -0.29470 -1.73088 -10.83181 0.0 -0.2 0.0 -1.20
C -0.55259 -0.67739 -9.77444 -0.1 -0.1 -0.4 -0.03
O 0.56052 0.19928 -9.68160 0.2 0.3 0.0 -0.50
H 0.60525 -2.30596 -10.59035 -0.2 0.1 0.0 0.30
H -1.14178 -2.41774 -10.91273 0.1 0.0 -0.1 0.35
H -0.12299 -1.26597 -11.80812 -0.1 0.0 0.1 0.34
H -0.70173 -1.14475 -8.79663 0.1 0.2 0.0 0.24
H -1.44352 -0.08939 -10.01545 -0.1 -0.1 0.1 0.27
H 0.67930 0.61562 -10.55256 0.0 -0.1 0.5 0.26
```
Positions in Å, forces in eV/Å.

## Properties
E_HOMO ... -11.28 eV
Energy ... -2114.2434 a.u.
Kohn-Sham gap ... 8.1677 eV
Charge ... +1

Entry 2:
Entry from OMol25: a gas-phase ion, C4H12N2O (charge +2) at a distorted geometry (ωB97M-V/def2-TZVPD).

XYZ file:
```
19
Properties=species:S:1:pos:R:3:forces:R:3:mulliken_charge:R:1
N -0.29028 0.99682 2.51607 1.2 1.9 3.4 -0.40
C 0.00332 1.23316 1.06221 -2.5 -0.2 -1.9 -0.54
C 0.06159 -0.27736 0.39643 -1.1 0.0 0.8 -0.81
C 0.41770 -0.28582 -1.09063 0.3 1.4 -1.3 -0.22
N 0.61646 -1.75390 -1.58142 -3.4 0.8 0.4 -0.35
C -0.68451 0.43320 -2.08772 2.5 -3.2 1.2 0.10
O -0.78020 -0.10532 -3.14114 -0.9 1.0 -0.2 -0.38
H 0.48730 0.47980 3.01360 -0.5 0.8 -0.7 0.38
H -1.03119 0.35527 2.59004 -1.7 -1.1 0.0 0.35
H -0.59363 1.81632 3.28425 1.1 -1.9 -3.0 0.44
H -0.96367 1.75819 0.59353 2.2 -1.0 1.3 0.36
H 0.86025 1.93291 0.94189 -0.4 -1.0 0.0 0.36
H 0.82355 -0.87667 0.92286 -0.2 0.3 0.1 0.48
H -0.98030 -0.87439 0.54700 2.2 1.7 -0.2 0.43
H 1.36082 0.33427 -1.32621 -1.0 -1.3 0.5 0.34
H -0.22235 -2.35019 -1.29090 1.0 1.0 -0.5 0.39
H 1.37616 -2.20781 -1.17292 2.1 -0.8 0.9 0.34
H 0.67429 -1.87804 -2.59234 0.0 0.6 -0.4 0.37
H -1.13530 1.26955 -1.58459 -0.8 0.9 -0.6 0.34
```
Positions in Å, forces in eV/Å.

## Properties
SMILES ... [NH3+]CC[C@@H]([NH3+])C=O
E_HOMO ... -18.11 eV
Energy ... -343.6589 a.u.
Kohn-Sham gap ... 10.8001 eV
Charge ... +2
Energy above the lowest of the compared OMol25 structures with the same formula, charge and spin ... 39.7 kcal/mol

Entry 3:
Entry from OMol25: 8 unconnected molecules or ions with the total composition C8H32N8O8 at a distorted geometry (ωB97M-V/def2-TZVPD).

XYZ file:
```
56
Properties=species:S:1:pos:R:3:forces:R:3:mulliken_charge:R:1
N -0.98096 -17.19426 5.11879 -0.2 0.1 1.3 -0.39
C -1.18987 -15.92359 5.66033 0.5 -2.8 -2.1 0.40
N -1.58132 -15.82594 6.92611 0.0 -0.3 -0.2 -0.02
O -1.06079 -15.00763 4.87438 -0.2 2.1 -0.4 -0.58
H -0.60247 -17.19981 4.16222 -0.4 -0.2 1.2 0.20
H -1.06470 -18.01526 5.74454 0.2 0.6 -1.0 0.25
H -1.67321 -14.87477 7.24747 0.0 0.0 0.9 0.05
H -1.49685 -16.67284 7.46667 -0.3 0.4 0.7 0.20
N -2.14431 -21.07902 8.47065 1.4 0.7 -1.4 -0.45
C -2.54287 -19.85450 8.03575 -1.0 -0.1 1.3 0.63
N -3.79880 -19.42495 8.43087 0.8 1.0 -1.5 -0.36
O -1.78576 -19.19883 7.35284 0.2 0.9 -0.8 -0.64
H -1.16480 -21.21886 8.25538 -0.3 -0.3 0.2 0.23
H -2.56762 -21.65542 9.12844 -0.9 -0.7 1.1 0.16
H -4.33902 -19.86084 9.12593 -0.3 -0.7 0.8 0.19
H -4.02387 -18.45106 8.23883 0.3 -0.5 0.1 0.18
N -1.32804 -14.53161 10.43073 1.2 1.4 0.8 -0.46
C -2.29568 -15.38398 10.12040 0.2 -2.3 -0.9 0.48
N -3.43198 -14.91566 9.58768 -1.4 0.1 -0.2 -0.27
O -2.09432 -16.59375 10.22328 -0.5 -0.5 0.5 -0.68
H -0.47372 -14.97172 10.72825 0.0 0.0 -0.1 0.24
H -1.24509 -13.68475 9.91088 -0.1 0.6 -0.2 0.26
H -3.54654 -13.94374 9.34193 -0.1 -0.1 0.0 0.22
H -4.18026 -15.60388 9.45544 0.7 0.8 0.0 0.23
N -2.41826 -11.74901 5.82036 0.3 -0.1 -1.0 -0.43
C -1.61918 -12.25334 6.78440 -0.9 -1.5 1.3 0.14
N -0.25995 -12.29839 6.64135 -0.4 0.4 0.9 -0.18
O -2.12566 -12.79557 7.79672 0.4 0.6 -0.1 -0.66
H -1.95793 -11.77605 4.89909 -0.6 0.3 0.4 0.38
H -3.41444 -12.02369 5.88099 1.2 0.0 -0.1 0.30
H 0.18731 -11.94150 5.82690 0.3 0.4 -0.5 0.22
H 0.21210 -12.23913 7.54244 0.0 -0.2 -0.7 0.24
C -4.12806 -19.58072 3.60608 0.5 -0.6 0.2 -0.18
O -4.94763 -20.21997 4.58844 -0.4 -0.2 -0.2 -0.53
H -3.56800 -20.37796 3.07569 -0.4 0.4 0.1 0.23
H -4.77334 -19.05484 2.88583 0.3 -0.1 0.3 0.22
H -3.35224 -18.91908 4.01262 -0.4 0.1 0.1 -0.06
H -4.79723 -20.01523 5.51647 0.5 0.4 -0.4 0.31
C -0.86110 -13.05350 2.57256 0.8 -1.9 1.3 -0.70
O -0.30644 -12.68344 3.85320 -1.3 -1.3 0.8 -0.61
H -0.19369 -12.75423 1.80449 0.6 0.6 -0.7 0.30
H -0.91886 -14.17635 2.51278 -0.1 1.0 0.1 0.20
H -1.83026 -12.63719 2.43936 -0.9 0.4 -0.2 0.26
H -0.68406 -13.39777 4.49671 1.1 1.1 -1.4 0.62
C -9.11507 -16.26513 0.62530 -1.3 0.1 0.2 -0.46
O -8.80883 -14.89200 0.79020 0.0 0.1 -0.1 -0.49
H -8.87149 -16.88634 1.47720 0.1 0.1 0.6 0.24
H -10.23832 -16.26164 0.54426 1.2 -0.4 -0.3 0.20
H -8.61668 -16.75834 -0.21274 -0.2 0.4 -0.4 0.24
H -7.92905 -14.74998 1.13643 0.3 -0.2 0.0 0.29
C -5.09216 -14.99793 6.38287 0.0 0.1 0.2 -0.26
O -4.17208 -14.29693 5.51796 -0.1 -0.8 0.7 -0.57
H -5.85361 -15.63544 5.85374 1.3 0.2 0.2 0.30
H -4.55082 -15.48340 7.21830 -0.2 -0.4 -0.8 -0.17
H -5.70845 -14.29117 6.91597 -0.3 0.7 0.0 0.28
H -3.26363 -14.54314 5.79557 -0.8 0.2 -0.4 0.29
```
Positions in Å, forces in eV/Å.

## Properties
SMILES ... NC(N)=O.NC(N)=O.NC(N)=O.NC(N)=O.CO.CO.CO.CO
E_HOMO ... -9.70 eV
Energy ... -1364.0717 a.u.
Kohn-Sham gap ... 10.0903 eV
Charge ... 0
Energy above the lowest of the compared OMol25 structures with the same formula, charge and spin ... 7.4 kcal/mol

Entry 4:
Entry from OMol25: a single C22H27N3O6S molecule at a distorted geometry (ωB97M-V/def2-TZVPD).

XYZ file:
```
59
Properties=species:S:1:pos:R:3:forces:R:3:mulliken_charge:R:1
C 4.34058 -1.40156 2.34283 0.2 0.0 0.3 -0.95
O 3.18716 -1.44975 1.53129 -0.2 0.0 -0.2 -0.26
C 3.32551 -1.68313 0.19859 -0.1 0.0 -0.2 0.59
C 4.53672 -1.94018 -0.43579 0.1 0.0 0.3 -0.59
C 4.57658 -2.16417 -1.80134 -0.1 0.0 -0.1 -0.64
C 3.41704 -2.13864 -2.55360 0.0 0.0 -0.1 -0.87
C 2.20878 -1.88704 -1.92697 0.1 0.0 0.1 -0.18
C 2.14614 -1.65881 -0.56255 0.1 0.1 0.2 0.23
C 0.83186 -1.36069 0.10220 -0.1 -0.1 0.2 0.02
N 0.16937 -0.23575 -0.53185 0.4 0.0 -0.1 0.23
C -1.16216 -0.17626 -0.68026 0.1 0.3 0.0 -0.17
O -1.91779 -1.05878 -0.31479 -0.2 -0.2 -0.1 -0.68
C -1.69072 1.09116 -1.36066 0.3 -0.3 -0.2 -0.13
C -1.59632 0.94081 -2.88810 0.1 0.4 0.2 -1.31
C -1.55068 2.27892 -3.63464 -0.2 -0.2 -0.2 0.92
C -1.36753 2.01819 -5.12948 0.1 0.1 0.3 -1.70
C -2.80604 3.10958 -3.38867 0.3 0.1 0.1 -1.33
N -3.05258 1.31522 -0.93151 -0.3 0.6 0.5 -0.25
S -3.19459 2.18835 0.47707 -0.2 -0.2 0.0 1.40
O -4.58415 2.22842 0.80970 0.0 -0.4 0.0 -0.77
O -2.48402 3.41653 0.27450 0.3 -0.1 0.0 -0.69
C -2.30836 1.22159 1.70220 -0.5 0.4 -0.3 0.04
C -2.93038 0.11030 2.24330 -0.1 0.1 0.1 -0.76
C -2.24833 -0.73980 3.09939 0.2 0.1 0.1 -1.06
C -0.92958 -0.42477 3.37714 -0.1 0.6 -0.4 0.92
C -0.31926 0.71733 2.83488 -1.0 -0.5 -0.1 0.54
C -0.99414 1.56099 1.98148 0.5 0.0 0.3 -0.70
O 0.96947 0.78756 3.27871 0.2 0.4 -0.1 -0.47
C 1.19113 -0.28666 4.08593 0.1 -0.6 0.5 0.43
O 2.22676 -0.52545 4.64046 0.2 0.2 0.0 -0.65
N 0.03409 -1.03163 4.14887 0.1 0.3 -0.2 0.13
C -0.09096 -2.24886 4.90141 0.0 -0.2 0.1 -1.12
H 3.98034 -1.14759 3.33893 0.1 0.0 -0.1 0.18
H 4.84829 -2.37043 2.37016 0.0 0.0 0.0 0.37
H 5.03679 -0.63075 2.00014 0.0 0.0 0.0 0.42
H 5.45514 -1.96705 0.12844 0.1 0.0 0.1 0.40
H 5.52626 -2.36130 -2.27564 0.1 0.0 0.0 0.40
H 3.45148 -2.31549 -3.61732 0.0 0.0 -0.1 0.39
H 1.29212 -1.86825 -2.49864 -0.1 0.0 -0.1 0.42
H 1.00604 -1.14563 1.16014 -0.1 -0.1 -0.1 -0.28
H 0.14341 -2.20805 0.02705 0.1 0.1 0.1 0.33
H 0.74738 0.54079 -0.81158 -0.1 0.0 0.0 0.36
H -1.11809 1.96533 -1.03820 0.2 -0.1 -0.1 0.68
H -2.45483 0.35967 -3.22828 0.0 -0.1 -0.1 0.37
H -0.69140 0.37420 -3.12453 0.0 -0.1 0.0 0.26
H -0.68372 2.84375 -3.27257 0.0 0.0 0.0 0.30
H -0.46251 1.44395 -5.31710 0.1 -0.1 -0.1 0.39
H -1.29458 2.95764 -5.67142 0.0 0.1 -0.1 0.44
H -2.21541 1.46200 -5.52273 -0.1 -0.1 -0.1 0.36
H -2.76403 4.02798 -3.97002 0.0 0.1 -0.1 0.45
H -2.90136 3.36950 -2.33872 -0.1 0.1 0.0 0.20
H -3.69158 2.55300 -3.68524 -0.2 -0.1 0.0 0.30
H -3.57377 0.44851 -0.88073 -0.1 -0.2 0.1 0.45
H -3.95887 -0.07628 1.98103 -0.1 -0.1 0.0 0.44
H -2.71971 -1.61297 3.51839 -0.1 -0.1 0.0 0.49
H -0.55462 2.44761 1.55733 0.1 0.1 0.0 0.61
H -0.86732 -2.14805 5.66138 0.0 0.0 0.0 0.35
H 0.86849 -2.43565 5.38155 -0.1 0.0 0.0 0.35
H -0.33757 -3.07947 4.23841 0.0 0.0 0.0 0.36
```
Positions in Å, forces in eV/Å.

## Properties
SMILES ... COc1ccccc1CNC(=O)[C@@H](CC(C)C)NS(=O)(=O)c1ccc2c(c1)oc(=O)n2C
E_HOMO ... -8.76 eV
Energy ... -1868.4809 a.u.
Kohn-Sham gap ... 9.3456 eV
Charge ... 0
Energy above the lowest of the compared OMol25 structures with the same formula, charge and spin ... 2.6 kcal/mol